[1]
{
  "formula": "C19H22ClFN4O3",
  "method": "ωB97M-V/def2-TZVPD",
  "species": ["O", "O", "F", "Cl", "N", "O", "C", "C", "C", "C", "C", "C", "C", "C", "C", "C", "C", "C", "C", "C", "C", "N", "N", "N", "C", "C", "C", "C", "H", "H", "H", "H", "H", "H", "H", "H", "H", "H", "H", "H", "H", "H", "H", "H", "H", "H", "H", "H", "H", "H"],
  "positions_angstrom": [[5.04775, -3.28910, 1.82226], [0.47540, -3.32121, 0.09988], [-1.73908, -1.50945, -5.87034], [-3.23799, 7.55015, 2.80235], [-2.03028, 2.35415, -1.45310], [0.33387, -0.28380, 0.66684], [3.93786, -3.10270, 1.35144], [0.77070, -3.17447, 1.27879], [-1.83696, 2.50852, -0.16460], [0.82262, 0.22750, -3.91221], [0.22327, -0.54575, -4.91357], [-2.27985, 5.00462, 2.60958], [-2.80715, 6.10192, 0.52499], [-1.93031, 3.84346, 1.91320], [-2.45617, 4.94266, -0.17661], [0.03321, 0.78014, -2.89741], [-1.93063, -0.23465, -3.87077], [-1.15513, -0.77359, -4.89787], [-2.73796, 6.12989, 1.92068], [-2.03879, 3.79200, 0.51574], [-1.34598, 0.55052, -2.87447], [-2.15497, 1.05935, -1.86704], [0.34667, -4.07597, 2.17050], [3.05085, -2.39182, 2.05075], [3.60831, -3.68071, -0.01002], [0.60832, -4.09237, 3.60915], [1.64355, -0.80069, 0.77715], [1.66382, -2.00339, 1.73273], [-0.13263, -0.80094, -0.00276], [-1.67814, 1.62758, 0.45109], [1.89386, 0.40672, -3.92708], [0.82197, -0.97040, -5.71299], [-2.21780, 5.03187, 3.69291], [-3.15354, 6.97903, -0.01259], [-1.60812, 2.96647, 2.46838], [-2.54514, 4.92532, -1.25989], [0.48180, 1.38963, -2.11891], [-2.99745, -0.42505, -3.87150], [-3.11372, 0.70904, -1.90158], [-0.21787, -4.81902, 1.78652], [3.42068, -2.05562, 2.92587], [3.19946, -2.91369, -0.66173], [2.89616, -4.49520, 0.10007], [4.52325, -4.07122, -0.45288], [0.20274, -3.19290, 4.07553], [1.68180, -4.14808, 3.79892], [0.13186, -4.96550, 4.05857], [2.00586, -1.08923, -0.20968], [2.29280, -0.01940, 1.17585], [1.22723, -1.63463, 2.65984]],
  "forces_ev_per_angstrom": [[0.2, 0.0, 0.2], [0.0, 0.6, -0.1], [0.2, 0.3, 0.4], [0.1, -0.3, -0.2], [0.5, 2.5, 2.4], [-0.2, 0.2, 0.0], [1.6, -1.0, -1.0], [0.4, 0.0, -1.3], [-0.9, -0.7, -2.2], [-1.0, 0.0, 0.0], [0.1, -0.2, -0.3], [0.0, 0.0, -0.1], [0.1, -0.3, -0.1], [-0.3, 0.5, -0.2], [-0.1, 0.3, 0.5], [0.3, 0.0, -0.1], [0.0, -0.5, -0.7], [0.6, 0.6, 1.1], [0.2, -0.6, -0.3], [0.1, 0.5, 0.0], [0.2, 0.1, -0.6], [-0.2, -2.5, 0.3], [-0.1, -0.4, 1.3], [-1.9, 0.7, 0.7], [-0.1, 0.2, 0.2], [0.1, 0.2, -0.3], [-0.4, -0.6, -0.3], [0.5, 0.1, 0.3], [0.0, 0.0, 0.0], [0.1, -0.2, 0.1], [-0.2, -0.1, 0.0], [-0.1, 0.0, 0.1], [0.0, 0.0, -0.1], [0.0, -0.1, 0.1], [0.0, 0.1, -0.1], [0.0, -0.1, 0.2], [-0.1, -0.1, -0.1], [0.0, 0.1, 0.0], [0.4, 0.5, 0.1], [0.1, 0.1, -0.1], [0.0, 0.0, 0.0], [-0.3, -0.1, -0.1], [-0.2, 0.0, -0.2], [0.0, 0.1, 0.2], [0.0, -0.1, 0.1], [-0.1, 0.0, 0.1], [0.0, 0.1, -0.2], [0.2, -0.1, 0.0], [-0.1, -0.1, 0.1], [0.1, 0.0, 0.2]],
  "lumo_energy_ha": -0.0046,
  "orbital_gap_ev": 7.7,
  "fmax_ha_per_bohr": 0.0682,
  "e_above_lowest_ev": 0.971
}



[2]
{
  "formula": "C19H22ClN5OS",
  "method": "ωB97M-V/def2-TZVPD",
  "species": ["Cl", "N", "N", "N", "N", "O", "S", "C", "C", "C", "C", "C", "C", "C", "C", "C", "C", "C", "C", "N", "C", "C", "C", "C", "C", "C", "C", "H", "H", "H", "H", "H", "H", "H", "H", "H", "H", "H", "H", "H", "H", "H", "H", "H", "H", "H", "H", "H", "H"],
  "positions_angstrom": [[-4.20454, 2.85716, 3.28608], [0.13922, 0.94203, -3.91136], [-2.19584, 1.05351, 3.67784], [0.67418, -2.88200, -0.35794], [-0.53554, 0.61855, 2.16293], [0.53726, -2.83637, 2.06939], [2.26557, 1.68840, -2.70359], [1.37417, 1.39198, -4.11499], [-0.16333, 0.79689, -2.59713], [0.85165, 1.22805, -1.80635], [-1.25977, 0.27575, 3.25013], [1.37586, -2.71028, -1.50025], [-2.60339, 2.08519, 2.95810], [1.30496, -2.81608, 0.91207], [-0.78170, 1.65008, 1.45619], [2.71239, -2.49652, -1.53902], [2.76002, -2.60417, 0.92011], [3.42502, -2.55834, -0.31866], [-1.84205, 2.47945, 1.80633], [-0.04985, 1.95837, 0.34746], [1.90099, 1.74552, -5.54305], [-1.44504, 0.26802, -2.21482], [-2.19094, 3.71936, 0.99478], [0.88575, 1.01306, -0.27079], [-0.88690, -2.57973, 2.03410], [-0.91966, -0.96666, 3.99514], [-1.56036, -2.20959, 3.36830], [0.86659, -2.93092, -2.38639], [3.21595, -2.50770, -2.49331], [3.34484, -2.44280, 1.87419], [4.48620, -2.58533, -0.43341], [-0.61236, 2.49486, -0.28839], [1.97612, 0.75953, -5.99468], [2.87555, 2.20541, -5.40012], [1.19379, 2.24339, -6.12692], [-1.32954, 0.15754, -1.16591], [-1.56842, -0.74698, -2.70141], [-2.25471, 0.99486, -2.49848], [-2.90276, 4.33074, 1.50561], [-2.56610, 3.50792, 0.02666], [-1.29936, 4.47071, 0.76400], [1.87844, 1.13653, 0.09098], [0.57853, -0.06587, -0.14136], [-1.41221, -3.35905, 1.46548], [-1.04365, -1.71573, 1.35850], [-1.28988, -0.93529, 5.01626], [0.21197, -0.91936, 3.91863], [-2.64960, -2.20067, 3.18919], [-1.26752, -3.00340, 4.05988]],
  "forces_ev_per_angstrom": [[1.5, -0.6, 0.1], [1.5, 0.5, -1.7], [-3.2, 0.7, 1.2], [0.7, 0.1, 3.1], [1.5, -3.8, 1.3], [1.2, -0.1, -0.7], [-0.9, 0.0, 0.6], [-1.8, 0.3, -1.8], [2.3, 1.3, -1.4], [0.8, -0.7, 2.5], [1.1, 1.5, -1.2], [-0.4, -0.5, 2.5], [1.6, 0.2, -2.3], [-0.1, 1.3, -3.1], [-0.7, 1.3, -0.2], [1.3, -0.7, 1.0], [-1.0, -0.2, 0.7], [-1.6, 0.3, -0.3], [-2.7, 1.9, 1.2], [0.2, -0.3, -0.1], [0.5, -2.4, 2.9], [-1.2, -0.8, -0.7], [2.4, 1.3, 0.4], [-1.4, -0.7, -1.8], [-0.8, 1.1, -2.3], [0.8, 0.6, -0.6], [2.4, -1.3, -0.5], [-1.1, 0.2, -1.2], [0.2, 0.2, 0.0], [-0.9, -0.6, -1.2], [0.6, 0.3, 0.6], [0.4, 0.2, -0.4], [0.5, 0.0, -0.4], [-0.1, 0.2, -0.6], [-1.0, 1.3, -0.6], [-0.9, -0.4, 1.2], [-0.2, 1.2, 0.6], [0.5, -1.0, 0.3], [-0.6, 0.2, 0.3], [-0.6, -0.5, -1.0], [-1.3, -1.8, 0.8], [0.7, 0.1, 0.5], [0.3, 1.1, 0.4], [0.3, -0.4, 0.6], [0.3, -0.2, 0.2], [0.3, 0.5, 0.1], [-1.2, -1.0, 0.5], [0.5, 0.3, 0.3], [-0.7, -0.3, 0.1]],
  "lumo_energy_ha": 0.0197,
  "orbital_gap_ev": 9.1,
  "fmax_ha_per_bohr": 0.0833,
  "e_above_lowest_ev": 1.808
}